Entry 1:
Molecular formula: C3H5N3OS
Method: DFT, wB97M-V/def2-TZVPD

Positions of all 13 atoms, in Å:
C  -0.744  1.255  0.066
C  -1.977  -0.885  -0.129
C  0.997  -0.397  0.609
N  -1.894  1.401  -0.529
N  -2.445  0.144  -0.756
N  -0.310  0.050  0.349
O  -1.971  -2.033  0.104
S  2.291  -0.359  -0.826
H  -0.196  2.182  0.113
H  1.041  -1.477  0.955
H  1.522  0.176  1.237
H  -3.416  0.188  -1.106
H  3.343  -0.278  0.031

The HOMO energy comes out at -8.63 eV. Its net charge is 0.

Entry 2:
Molecular formula: C2H6BrOP
Method: DFT, wB97M-V/def2-TZVPD

Positions of all 11 atoms, in Å:
C  0.836  -0.444  -0.946
C  -1.486  -1.129  0.343
O  1.459  0.302  0.082
P  1.077  1.958  0.143
Br  -2.599  0.373  0.368
H  0.664  -0.081  -1.944
H  1.212  -1.496  -0.843
H  -1.177  -1.615  1.161
H  -1.675  -1.747  -0.459
H  -0.146  1.729  0.781
H  1.835  2.150  1.315

The HOMO energy (spin up / spin down) comes out at -8.27 / -7.93 eV. Its net charge is 0.

Entry 3:
Molecular formula: C3H3NO2
Method: DFT, wB97M-V/def2-TZVPD

Positions of all 9 atoms, in Å:
C  0.658  -0.798  0.852
C  0.806  0.496  0.849
C  -0.489  -0.023  0.331
N  -0.610  0.159  -1.281
O  -1.664  0.571  -1.684
O  0.366  -0.145  -1.911
H  1.009  -1.772  1.080
H  1.380  1.377  0.987
H  -1.457  0.135  0.777

The HOMO energy comes out at -10.25 eV. Its net charge is 0.

Entry 4:
Molecular formula: C5H14NO
Method: DFT, wB97M-V/def2-TZVPD

Positions of all 21 atoms, in Å:
C  2.049  0.971  -1.161
O  1.177  0.318  -0.327
C  1.755  0.677  -2.632
H  3.099  0.683  -0.933
H  1.982  2.073  -1.015
H  2.504  1.103  -3.315
H  0.784  1.105  -2.898
H  1.693  -0.407  -2.751
C  -0.687  -0.644  1.917
C  -1.600  -0.905  0.728
C  -2.529  0.262  0.443
N  0.545  -1.440  1.785
H  -1.201  -0.873  2.866
H  -0.497  0.438  1.987
H  -2.056  -1.895  0.831
H  -0.934  -0.977  -0.137
H  -1.889  1.091  0.132
H  -3.128  0.545  1.315
H  -3.217  0.097  -0.392
H  1.139  -1.229  2.581
H  1.011  -0.992  0.975

The HOMO energy comes out at -2.76 eV. Its net charge is -1.